{"formula": "C5H7N3", "method": "ωB97M-V/def2-TZVPD", "de_lowest_kcal_mol": 125.2, "homo_ev": [-8.46, -8.46], "max_force_ha_per_bohr": 0.115, "homo_lumo_gap_ev": [9.138, 9.138], "elements": ["C", "C", "C", "C", "C", "N", "N", "N", "H", "H", "H", "H", "H", "H", "H"], "positions_angstrom": [[0.427, -0.594, -0.176], [-1.564, 0.522, -0.542], [-0.980, -0.615, -0.835], [0.639, 0.854, 0.194], [-0.698, 1.500, 0.202], [0.311, -1.480, 0.985], [1.397, -2.091, 0.532], [1.586, -1.392, -0.563], [-2.514, 1.030, -0.678], [-1.258, -1.497, -1.486], [1.099, 0.878, 1.162], [1.246, 1.462, -0.495], [-0.651, 2.382, -0.480], [-1.016, 1.783, 1.194], [1.974, -2.743, 0.986]]}